Arrangement w

The following is a DFT calculation (ωB97M-V/def2-TZVPD) of one molecule with the formula C5H12N2O2.

XYZ file:
```
21
C5H12N2O2 | the Open Molecules 2025 dataset | ωB97M-V/def2-TZVPD
C 1.762 -0.027 1.914
N 0.613 -0.434 1.130
C 0.287 0.045 -0.610
C 0.580 -1.208 -1.381
C 0.620 1.328 -1.287
C -0.888 0.156 0.354
O -1.264 1.000 1.194
O -1.958 -0.416 -0.493
N -3.278 0.114 -0.215
H 2.519 -0.815 1.883
H 1.481 0.095 2.967
H 2.139 0.931 1.556
H 0.256 -1.340 1.424
H 1.659 -1.286 -1.558
H 0.229 -2.112 -0.884
H 0.059 -1.185 -2.345
H 1.431 1.840 -0.763
H 0.817 1.209 -2.356
H -0.215 2.041 -1.301
H -3.748 -0.693 0.197
H -3.100 0.754 0.573
```

## Properties
SMILES: C[N@@H+]1C(C)(C)[C@@]1([O-])ON
Spin multiplicity: 1
LUMO, eV: 0.74
Net charge: 0

Löwdin population analysis, charges in e, atoms 1 to 8: -0.11, -0.03, -0.26, -0.05, -0.01, -0.50, 0.00, -0.14


Arrangement x

The following is a DFT calculation (ωB97M-V/def2-TZVPD) of a 2-piece molecular cluster, C5H12N2O2 overall.

XYZ file:
```
21
C5H12N2O2 | the Open Molecules 2025 dataset | ωB97M-V/def2-TZVPD
C 3.259 0.621 0.344
N 1.993 0.344 -0.410
C 1.407 -0.803 -0.298
C 0.008 -1.020 -1.098
O 1.866 -1.662 0.493
H 3.241 -0.305 0.972
H 4.071 1.117 -0.196
H 2.904 1.405 1.237
H 1.400 1.180 -0.826
H -0.398 0.028 -1.592
H -0.791 -1.461 -0.440
H 0.300 -1.776 -2.032
C -2.393 1.288 -0.081
C -2.408 -0.187 0.327
N -1.664 -0.675 1.362
O -3.045 -0.943 -0.459
H -2.725 1.225 -1.239
H -1.210 1.426 0.050
H -3.093 1.936 0.583
H -1.615 -1.694 1.503
H -1.107 -0.043 1.799
```

## Properties
SMILES: CNC(C)=O.CC(N)=O
Spin multiplicity: 1
LUMO, eV: 0.43
Net charge: 0

Löwdin population analysis, charges in e, atoms 1 to 8: -0.05, -0.04, -0.57, -0.02, -0.03, 0.08, 0.07, 0.13


arrangement x has the most favorable energy; the next structure is 79.6 kcal/mol above.


Arrangement w

The following is a DFT calculation (ωB97M-V/def2-TZVPD) of a 2-piece molecular cluster, C3H5NO overall.

XYZ file:
```
10
C3H5NO | the Open Molecules 2025 dataset | ωB97M-V/def2-TZVPD
C -1.558 -0.586 -0.048
C 2.343 -0.275 -0.137
C -1.089 0.562 -0.335
N -2.442 0.634 0.182
O 3.392 -0.783 -0.372
H -1.635 -1.591 0.082
H 1.708 0.275 -0.939
H 2.030 -0.165 0.938
H -0.375 1.248 -0.591
H -2.374 0.681 1.220
```

## Properties
Expectation value of S²: 2.006
Spin multiplicity: 3
LUMO (spin up / spin down), eV: 0.92 / -2.58
Net charge: 0

Löwdin population analysis, charges in e, atoms 1 to 8: -0.03, -0.27, -0.13, -0.02, 0.07, 0.06, 0.10, 0.10


Arrangement x

The following is a DFT calculation (ωB97M-V/def2-TZVPD) of a 2-piece molecular cluster, C3H5NO overall.

XYZ file:
```
10
C3H5NO | the Open Molecules 2025 dataset | ωB97M-V/def2-TZVPD
C -1.400 1.235 0.108
C 1.303 -1.193 0.273
C -0.708 0.176 -0.271
N 0.722 -0.093 -0.068
O 1.474 0.936 -0.317
H -2.384 1.385 -0.068
H -0.828 1.989 0.663
H 2.443 -1.041 0.237
H 0.998 -2.198 0.428
H -1.620 -1.196 -0.984
```

## Properties
Expectation value of S²: 2.025
Spin multiplicity: 3
LUMO (spin up / spin down), eV: 0.45 / -1.91
Net charge: 0

Löwdin population analysis, charges in e, atoms 1 to 8: -0.02, 0.02, -0.15, -0.33, 0.05, 0.01, 0.08, 0.11


Arrangement y

The following is a DFT calculation (ωB97M-V/def2-TZVPD) of C3H5NO as an isolated structure.

XYZ file:
```
10
C3H5NO | the Open Molecules 2025 dataset | ωB97M-V/def2-TZVPD
C 0.369 1.003 -1.856
C 0.512 0.144 -0.845
C -0.678 -0.532 0.895
N 1.661 -0.431 -1.418
O 1.582 0.580 -2.428
H -0.270 1.747 -2.271
H -0.434 -1.577 0.896
H -0.250 0.066 1.675
H -1.658 -0.262 0.556
H 2.549 -0.404 -0.924
```

## Properties
Expectation value of S²: 2.009
Spin multiplicity: 3
LUMO (spin up / spin down), eV: 0.85 / -2.47
Net charge: 0

Löwdin population analysis, charges in e, atoms 1 to 8: -0.01, -0.09, -0.08, 0.05, -0.04, 0.11, -0.03, -0.03


arrangement w has the most favorable energy; the next structure is 8.7 kcal/mol above.


Arrangement w

The following is a DFT calculation (ωB97M-V/def2-TZVPD) of a 2-piece molecular cluster, C2H8N2O2 overall.

XYZ file:
```
14
C2H8N2O2 | the Open Molecules 2025 dataset | ωB97M-V/def2-TZVPD
N 0.136 -1.391 -0.747
C 0.328 -0.018 -1.134
N 1.613 0.417 -0.959
O -0.563 0.621 -1.665
H -0.590 -1.843 -1.292
H 0.902 -1.877 -0.295
H 2.293 -0.161 -0.489
H 1.726 1.405 -1.145
C -0.658 0.383 1.387
O -1.994 0.839 1.468
H -0.395 -0.166 2.300
H 0.006 1.255 1.345
H -0.591 -0.653 0.642
H -2.213 1.185 0.584
```

## Properties
SMILES: NC(N)=O.CO
Spin multiplicity: 1
LUMO, eV: 0.55
Net charge: 0

Löwdin population analysis, charges in e, atoms 1 to 8: 0.07, -0.68, 0.16, 0.05, 0.11, 0.10, 0.10, 0.12


Arrangement x

The following is a DFT calculation (ωB97M-V/def2-TZVPD) of a 2-piece molecular cluster, C2H8N2O2 overall.

XYZ file:
```
14
C2H8N2O2 | the Open Molecules 2025 dataset | ωB97M-V/def2-TZVPD
O 1.838 -0.679 -0.472
C 1.682 0.399 0.309
N 1.184 1.506 -0.161
O 0.702 1.298 -1.476
H 1.389 -0.461 -1.311
H 2.189 0.319 1.278
H 0.414 2.195 -1.733
C -1.650 -0.922 0.107
N -1.123 -0.185 1.243
H -2.444 -1.603 0.424
H -2.049 -0.227 -0.637
H -0.864 -1.516 -0.368
H -0.650 0.688 0.932
H -0.618 -0.813 1.866
```

## Properties
SMILES: O/C=N\O.CN
Spin multiplicity: 1
LUMO, eV: 0.66
Net charge: 0

Löwdin population analysis, charges in e, atoms 1 to 8: 0.04, -0.27, -0.02, -0.09, 0.10, 0.14, 0.11, -0.21


Arrangement y

The following is a DFT calculation (ωB97M-V/def2-TZVPD) of a 2-piece molecular cluster, C2H8N2O2 overall.

XYZ file:
```
14
C2H8N2O2 | the Open Molecules 2025 dataset | ωB97M-V/def2-TZVPD
C 1.427 1.067 1.275
N 0.171 0.573 0.723
C -0.168 0.769 -0.569
N -1.276 0.038 -1.032
O 0.556 1.333 -1.358
H 2.214 1.119 0.529
H 1.263 2.021 1.774
H 1.764 0.399 2.068
H -0.213 -0.167 1.289
H -2.041 0.004 -0.366
H -1.582 0.400 -1.929
O -0.527 -2.595 -0.432
H -0.763 -3.214 -1.136
H -0.824 -1.748 -0.836
```

## Properties
SMILES: CNC(N)=O.O
Spin multiplicity: 1
LUMO, eV: 0.74
Net charge: 0

Löwdin population analysis, charges in e, atoms 1 to 8: -0.07, 0.01, -0.62, 0.11, 0.06, 0.08, 0.08, 0.08


Arrangement z

The following is a DFT calculation (ωB97M-V/def2-TZVPD) of a 2-piece molecular cluster, C2H8N2O2 overall.

XYZ file:
```
14
C2H8N2O2 | the Open Molecules 2025 dataset | ωB97M-V/def2-TZVPD
C -0.003 -0.216 -2.101
C -0.139 -0.462 1.212
N 0.813 1.654 0.512
N 0.712 0.499 1.154
O -1.482 -0.344 1.027
O 0.341 -1.542 2.009
H -0.568 -0.645 -2.928
H -0.704 0.511 -1.675
H 0.813 0.342 -2.534
H -0.039 2.003 0.154
H 0.605 -0.735 -1.411
H 1.583 0.394 1.582
H -1.493 0.386 0.428
H -0.440 -1.844 2.571
```

## Properties
Spin multiplicity: 1
LUMO, eV: 0.38
Net charge: 0

Löwdin population analysis, charges in e, atoms 1 to 8: -0.04, -0.43, -0.01, -0.08, 0.12, 0.04, 0.03, 0.01


arrangement y has the most favorable energy; the next structure is 40.0 kcal/mol above.


Arrangement w

The following is a DFT calculation (ωB97M-V/def2-TZVPD) of one molecule with the formula C2H8N2O2.

XYZ file:
```
14
C2H8N2O2 | the Open Molecules 2025 dataset | ωB97M-V/def2-TZVPD
N 0.430 -1.265 0.945
C 0.201 -0.422 -0.208
C -1.306 -0.343 -0.523
O -1.974 0.628 0.245
N 0.684 0.964 -0.111
O 2.114 1.003 -0.109
H 1.391 -1.147 1.265
H -0.191 -1.014 1.709
H 0.729 -0.873 -1.057
H -1.758 -1.298 -0.277
H -1.436 -0.152 -1.589
H -1.693 1.488 -0.048
H 0.442 1.342 0.806
H 2.368 1.088 -1.048
```

## Properties
SMILES: N[C@@H](CO)NO
Spin multiplicity: 1
LUMO, eV: 0.96
Net charge: 0

Löwdin population analysis, charges in e, atoms 1 to 8: 0.05, -0.42, -0.22, -0.06, -0.08, -0.09, 0.07, 0.08


Arrangement x

The following is a DFT calculation (ωB97M-V/def2-TZVPD) of a 2-piece molecular cluster, C2H8N2O2 overall.

XYZ file:
```
14
C2H8N2O2 | the Open Molecules 2025 dataset | ωB97M-V/def2-TZVPD
O 5.294 1.743 1.833
C 5.134 0.585 1.621
O 6.016 -0.310 2.224
H 4.430 0.164 0.884
H 6.563 0.318 2.718
N -2.353 -0.099 -0.133
C -3.324 0.173 -1.179
N -3.676 -1.024 -1.982
H -1.482 0.412 -0.129
H -2.666 -0.307 0.797
H -4.234 0.265 -0.563
H -3.194 1.046 -1.816
H -3.178 -1.172 -2.853
H -3.330 -1.795 -1.422
```

## Properties
SMILES: O=CO.NCN
Spin multiplicity: 1
LUMO, eV: 0.82
Net charge: 0

Löwdin population analysis, charges in e, atoms 1 to 8: 0.07, -0.35, 0.04, 0.14, 0.10, -0.02, -0.35, -0.03


Arrangement y

The following is a DFT calculation (ωB97M-V/def2-TZVPD) of C2H8N2O2 as an isolated structure.

XYZ file:
```
14
C2H8N2O2 | the Open Molecules 2025 dataset | ωB97M-V/def2-TZVPD
C -0.877 -1.055 -0.418
C 0.341 1.138 0.465
N 1.763 -0.782 -0.091
N 0.658 -0.023 -0.404
O -1.845 -0.534 0.404
O -0.519 2.003 -0.206
H -1.097 -0.908 -1.438
H -0.659 -1.978 -0.062
H -0.175 0.640 1.395
H 1.182 1.675 0.790
H 1.524 -1.740 -0.307
H 1.975 -0.667 0.935
H -2.045 0.403 0.040
H -0.226 1.828 -1.105
```

## Properties
Spin multiplicity: 1
LUMO, eV: 0.89
Net charge: 0

Löwdin population analysis, charges in e, atoms 1 to 8: -0.11, -0.32, -0.03, -0.19, -0.08, -0.05, 0.09, 0.07


arrangement x has the most favorable energy; the next structure is 24.4 kcal/mol above.


Arrangement w

The following is a DFT calculation (ωB97M-V/def2-TZVPD) of a 2-piece molecular cluster, C2H8N2O2 overall.

XYZ file:
```
14
C2H8N2O2 | the Open Molecules 2025 dataset | ωB97M-V/def2-TZVPD
C 0.083 -2.178 -0.185
N 0.330 -0.733 -0.177
C 1.461 -0.212 -0.833
N 1.577 1.147 -0.431
O 2.254 -0.831 -1.541
H -0.229 -2.625 -1.174
H -0.943 -2.435 0.442
H 1.056 -2.678 0.157
H -0.438 -0.169 0.086
H 1.276 1.433 0.588
H 2.320 1.606 -0.982
O -2.507 2.631 1.308
H -2.983 2.237 2.062
H -3.257 2.807 0.681
```

## Properties
SMILES: CNC(N)=O.O
Spin multiplicity: 1
LUMO, eV: 0.53
Net charge: 0

Löwdin population analysis, charges in e, atoms 1 to 8: -0.12, -0.04, -0.59, 0.08, 0.04, 0.07, 0.12, 0.10


Arrangement x

The following is a DFT calculation (ωB97M-V/def2-TZVPD) of a 2-piece molecular cluster, C2H8N2O2 overall.

XYZ file:
```
14
C2H8N2O2 | the Open Molecules 2025 dataset | ωB97M-V/def2-TZVPD
C -1.367 -0.673 -0.766
N -0.746 -0.226 0.494
H -1.445 0.145 1.134
H 0.049 -0.999 0.930
H -1.739 0.163 -1.357
H -0.602 -1.188 -1.342
H -2.187 -1.354 -0.541
C 0.361 0.878 0.462
N 0.898 1.068 -0.809
O 1.478 -0.880 0.853
O 0.263 1.736 1.308
H 2.132 -0.800 1.555
H 1.499 1.881 -0.798
H 1.406 0.251 -1.124
```

## Properties
Spin multiplicity: 1
LUMO, eV: 0.74
Net charge: 0

Löwdin population analysis, charges in e, atoms 1 to 8: -0.06, -0.02, 0.15, 0.14, 0.09, 0.09, 0.09, -0.57


arrangement w has the most favorable energy; the next structure is 22.9 kcal/mol above.


Arrangement w

The following is a DFT calculation (ωB97M-V/def2-TZVPD) of a 2-piece molecular cluster, C4H6OS overall.

XYZ file:
```
12
C4H6OS | the Open Molecules 2025 dataset | ωB97M-V/def2-TZVPD
C 0.218 -2.418 -0.385
C 0.477 -1.243 -0.326
C -1.560 1.049 0.168
C 0.689 0.089 0.143
O 0.893 0.101 1.514
S 1.844 1.121 -0.817
H 0.198 -3.463 -0.543
H -1.785 -0.017 0.255
H -1.874 1.565 1.181
H -1.887 1.600 -0.711
H 1.187 0.961 1.696
H 1.599 0.656 -2.174
```

## Properties
Spin multiplicity: 1
LUMO (spin up / spin down), eV: -0.02 / 0.15
Net charge: 0

Löwdin population analysis, charges in e, atoms 1 to 8: 0.15, -0.18, 0.03, -0.75, -0.03, 0.72, 0.03, -0.02


Arrangement x

The following is a DFT calculation (ωB97M-V/def2-TZVPD) of C4H6OS as an isolated structure.

XYZ file:
```
12
C4H6OS | the Open Molecules 2025 dataset | ωB97M-V/def2-TZVPD
C -0.426 -1.162 -0.994
C 0.369 -0.347 0.069
C -0.585 0.119 1.150
C 0.783 1.083 -0.368
H 0.072 -1.165 -1.970
H 1.202 -0.917 0.500
H -0.143 0.068 2.112
H -1.479 -0.464 1.256
H 1.763 1.432 -0.040
H 0.633 1.268 -1.413
O -1.483 -1.713 -0.807
S -0.705 1.799 0.505
```

## Properties
Spin multiplicity: 1
LUMO, eV: 0.72
Net charge: 0

Löwdin population analysis, charges in e, atoms 1 to 8: -0.21, -0.37, -0.47, -0.38, 0.12, 0.14, 0.06, 0.07


Arrangement y

The following is a DFT calculation (ωB97M-V/def2-TZVPD) of one molecule with the formula C4H6OS.

XYZ file:
```
12
C4H6OS | the Open Molecules 2025 dataset | ωB97M-V/def2-TZVPD
C -1.693 -0.688 -0.488
C -0.574 -0.378 0.057
C -0.362 1.033 0.522
S 0.630 -1.661 0.229
C 2.135 -0.525 -0.012
O 2.114 0.583 -0.551
H -1.791 -1.674 -1.046
H -2.396 0.065 -0.469
H 0.403 1.513 -0.059
H -0.199 1.408 1.649
H -1.190 1.485 -0.094
H 2.923 -1.160 0.262
```

## Properties
SMILES: C=C(C)SC=O
Spin multiplicity: 1
LUMO, eV: 0.44
Net charge: 0

Löwdin population analysis, charges in e, atoms 1 to 8: -0.05, -0.73, -0.12, 0.93, -0.43, -0.03, 0.09, 0.04


arrangement x has the most favorable energy; the next structure is 25.6 kcal/mol above.


Arrangement w

The following is a DFT calculation (ωB97M-V/def2-TZVPD) of one molecule with the formula C4H6OS.

XYZ file:
```
12
C4H6OS | the Open Molecules 2025 dataset | ωB97M-V/def2-TZVPD
C 1.304 0.637 2.024
C 0.753 0.639 0.842
C 0.143 0.329 -0.347
C -1.268 -0.231 -0.396
O 0.539 1.141 -1.376
S 0.289 0.891 -2.983
H 1.217 1.391 2.828
H 1.989 -0.177 2.334
H -1.484 -0.567 -1.410
H -1.476 -1.098 0.165
H -1.870 0.512 0.046
H 1.695 0.772 -3.179
```

## Properties
SMILES: C=C=C(C)OS
Spin multiplicity: 1
LUMO, eV: 0.61
Net charge: 0

Löwdin population analysis, charges in e, atoms 1 to 8: -0.01, -0.02, -0.39, -0.04, -0.58, 0.79, 0.06, 0.06


Arrangement x

The following is a DFT calculation (ωB97M-V/def2-TZVPD) of one molecule with the formula C4H6OS.

XYZ file:
```
12
C4H6OS | the Open Molecules 2025 dataset | ωB97M-V/def2-TZVPD
C 1.517 -1.225 0.493
C 0.997 0.136 -0.053
O 1.734 0.905 -0.647
C -0.461 0.309 0.140
C -0.867 1.730 0.407
S -1.421 -0.902 -0.253
H 2.305 -1.570 -0.161
H 1.854 -1.160 1.553
H 0.625 -1.921 0.431
H -0.708 2.438 -0.376
H -0.379 1.952 1.360
H -1.954 1.762 0.493
```

## Properties
SMILES: CC(=O)C(C)=S
Spin multiplicity: 1
LUMO, eV: -1.03
Net charge: 0

Löwdin population analysis, charges in e, atoms 1 to 8: -0.05, -0.49, 0.09, -0.75, -0.09, 0.85, 0.07, 0.09


arrangement x has the most favorable energy; the next structure is 59.5 kcal/mol above.


Arrangement w

The following is a DFT calculation (ωB97M-V/def2-TZVPD) of one molecule with the formula C4H6OS.

XYZ file:
```
12
C4H6OS | the Open Molecules 2025 dataset | ωB97M-V/def2-TZVPD
C -1.867 -0.265 -0.234
C -0.454 -0.247 0.369
O 0.158 1.026 0.018
C 1.494 0.932 0.010
C 2.034 -0.283 -0.174
S 0.817 -1.530 0.030
H -2.309 -1.234 -0.304
H -1.814 0.071 -1.274
H -2.671 0.307 0.384
H -0.554 -0.268 1.472
H 2.066 1.860 0.083
H 3.099 -0.369 -0.380
```

## Properties
SMILES: C[C@@H]1OC=CS1
Spin multiplicity: 1
LUMO, eV: 0.95
Net charge: 0

Löwdin population analysis, charges in e, atoms 1 to 8: -0.08, -0.59, -0.11, -0.26, -0.41, 0.90, 0.05, 0.08


Arrangement x

The following is a DFT calculation (ωB97M-V/def2-TZVPD) of one molecule with the formula C4H6OS.

XYZ file:
```
12
C4H6OS | the Open Molecules 2025 dataset | ωB97M-V/def2-TZVPD
C 1.043 0.941 -0.104
S -0.432 1.273 0.797
C -1.061 -0.590 0.619
C -0.038 -1.279 0.013
O 0.500 -1.648 -1.273
C 0.472 -0.177 -0.966
H 1.804 0.620 0.621
H 1.495 1.831 -0.654
H -1.412 -1.199 1.488
H -1.763 -0.543 -0.468
H 0.647 -1.406 0.701
H -0.338 0.146 -1.632
```

## Properties
SMILES: C1SC[C@H]2O[C@H]12
Spin multiplicity: 1
LUMO, eV: 0.56
Net charge: 0

Löwdin population analysis, charges in e, atoms 1 to 8: -0.48, 0.83, -0.35, -0.42, 0.02, -0.28, 0.08, 0.11


arrangement w has the most favorable energy; the next structure is 109.9 kcal/mol above.